P | C2H5FN2 | ωB97M-V/def2-TZVPD

Geometry as XYZ:
```
10
C2H5FN2 ωB97M-V/def2-TZVPD
C 0.167 1.967 0.331
C -0.181 -1.503 -0.576
N 0.553 1.142 -0.492
N 0.643 -0.706 0.263
F -0.025 -0.494 1.462
H 0.090 2.999 -0.007
H -0.119 1.789 1.369
H -0.425 -2.419 -0.024
H -1.117 -1.025 -0.877
H 0.416 -1.751 -1.450
```

- LUMO (alpha / beta) (eV) = 0.238 / 0.216
- Kohn-Sham gap (alpha / beta) (eV) = 9.41 / 9.43
- 2S+1 = 1



Q | C2H5FN2 | ωB97M-V/def2-TZVPD

Geometry as XYZ:
```
10
C2H5FN2 ωB97M-V/def2-TZVPD
N -1.217 -0.744 0.209
N -1.283 0.547 -0.100
C -0.091 1.012 -0.123
C 1.163 0.381 0.211
F 1.148 -0.915 -0.229
H -2.291 -1.029 0.061
H -0.526 -1.346 -0.193
H 0.008 2.153 -0.304
H 2.031 1.144 -0.131
H 1.516 0.344 1.336
```

- LUMO (eV) = 0.987
- SMILES = N/N=C\CF
- Kohn-Sham gap (eV) = 9.71
- 2S+1 = 1



Energy ordering: Q at the bottom, the next structure 2.135 eV above.



P | C6H7N3OS | ωB97M-V/def2-TZVPD

Geometry as XYZ:
```
18
C6H7N3OS ωB97M-V/def2-TZVPD
C 1.081 -0.446 -2.413
C 1.679 -0.765 -1.229
C 0.213 0.823 -0.947
C -1.581 -0.113 1.407
C 1.413 0.061 1.078
C -1.058 1.242 1.344
N 0.159 0.530 -2.210
N 1.156 0.074 -0.276
N -1.961 -0.657 0.212
O -1.623 -0.740 2.451
S -0.695 2.086 -0.115
H 1.236 -0.861 -3.387
H 2.432 -1.485 -0.982
H 1.918 0.900 1.521
H 1.257 -0.846 1.632
H -1.050 1.826 2.248
H -2.174 -0.067 -0.575
H -2.403 -1.560 0.239
```

- LUMO (alpha / beta) (eV) = -1.164 / -0.499
- Kohn-Sham gap (alpha / beta) (eV) = 7.35 / 7.69
- 2S+1 = 1



Q | C6H7N3OS | ωB97M-V/def2-TZVPD

Geometry as XYZ:
```
18
C6H7N3OS ωB97M-V/def2-TZVPD
O 1.159 -0.019 0.698
C 0.101 -0.388 0.283
N -0.400 0.439 -0.817
C 0.133 1.721 -1.102
N 1.308 2.099 -0.866
N 1.650 3.313 -1.373
C 0.662 3.771 -2.097
S -0.810 2.919 -2.205
C -0.664 -1.589 0.671
C -0.563 -2.102 2.097
C 0.150 -2.845 0.973
H -1.414 0.281 -1.070
H 0.729 4.861 -2.428
H -1.601 -1.860 0.256
H 0.067 -1.563 2.772
H -1.435 -2.587 2.602
H 1.236 -2.679 1.130
H -0.308 -3.772 0.477
```

- LUMO (eV) = 0.327
- SMILES = O=C(Nc1nncs1)C1CC1
- Kohn-Sham gap (eV) = 9.52
- 2S+1 = 1



Energy ordering: Q at the bottom, the next structure 0.265 eV above.



P | C3H3NOS | ωB97M-V/def2-TZVPD

Geometry as XYZ:
```
9
C3H3NOS ωB97M-V/def2-TZVPD
C 1.019 -1.273 0.081
C 1.459 -0.077 0.043
C -1.217 1.112 -0.085
N -1.821 0.009 -0.055
O -1.430 -1.159 0.100
S 0.516 1.477 0.073
H 0.755 -2.291 0.069
H 2.507 0.194 0.015
H -1.789 2.008 -0.241
```

- LUMO (alpha / beta) (eV) = -1.591 / -1.592
- Kohn-Sham gap (alpha / beta) (eV) = 6.52 / 6.52
- 2S+1 = 1



Q | C3H3NOS | ωB97M-V/def2-TZVPD

Geometry as XYZ:
```
9
C3H3NOS ωB97M-V/def2-TZVPD
O -1.821 -1.866 0.142
C -1.612 -0.726 -0.032
N -1.415 0.393 -0.450
S -1.265 1.941 0.147
H -0.358 2.364 -0.937
C 1.528 -0.963 -0.125
C 1.722 -0.077 0.686
H 1.394 -1.535 -1.007
H 1.825 0.469 1.577
```

- LUMO (eV) = 0.484
- SMILES = O=C=NS.C#C
- Kohn-Sham gap (eV) = 9.62
- 2S+1 = 1



Energy ordering: Q at the bottom, the next structure 3.300 eV above.